(1)
DFT (wB97M-V/def2-TZVPD) results for a molecular structure, C32H35B3FeN5O24 at a distorted geometry.

Gap between HOMO and LUMO (spin up / spin down) (eV): 5.836 / 5.871
HOMO energy (spin up / spin down) (eV): -4.5 / -7.6
Spin multiplicity: 7
<S²>: 12.021
Net charge: -1
Lowest unoccupied orbital energy (spin up / spin down) (eV): 1.306 / -1.690

Last column: Mulliken charge in e.
Atoms and positions in Å:
C  4.09  -6.34  2.61  0.548
C  -5.40  -0.83  0.79  -0.859
O  -2.12  3.05  5.26  -0.704
O  -0.51  4.39  4.22  -0.467
H  -3.54  -2.85  4.44  0.403
C  2.57  -3.13  0.25  0.328
H  1.54  2.01  -6.36  0.386
O  -2.64  3.99  3.09  -0.470
C  -2.82  3.18  2.01  0.025
O  -3.55  3.38  1.05  -0.433
H  3.79  4.33  4.04  0.369
O  3.21  -5.66  1.97  -0.451
O  -0.44  5.27  -4.12  -0.503
O  5.27  -4.38  2.10  -0.409
C  1.83  5.58  -4.70  0.642
H  0.91  0.91  -5.24  0.256
C  2.19  1.39  3.10  -0.901
O  -0.06  6.43  -6.03  -0.635
C  3.35  3.36  4.23  -1.421
H  1.18  -4.47  -3.44  0.197
O  1.71  -2.21  -0.01  0.013
O  3.92  -7.46  3.12  -0.639
C  -2.22  -3.23  2.74  -0.839
H  1.66  3.55  2.83  0.197
O  -1.17  2.16  3.25  -0.632
H  -5.64  -1.59  -1.20  0.308
N  -0.27  -2.22  -1.93  -0.607
H  -0.97  -5.71  -3.18  0.333
C  1.86  1.20  -5.70  -1.266
C  -2.23  -4.53  -4.45  -1.133
O  -0.22  1.79  -1.17  -0.104
C  3.42  0.45  -3.74  -0.477
O  6.41  -5.85  3.40  -0.603
B  0.42  4.65  -3.09  1.234
C  -4.71  0.41  -1.39  -0.529
H  -1.49  -3.82  3.30  0.412
H  -2.90  -0.42  4.69  0.390
O  -0.34  4.47  0.33  -0.527
O  3.16  -3.35  1.39  -0.663
C  5.39  -5.51  2.82  0.663
C  0.32  5.82  -5.03  0.597
H  2.56  2.41  -4.07  -0.003
O  1.77  4.87  -3.58  -0.497
N  1.10  0.32  0.90  -0.342
H  -2.08  -3.83  -5.27  0.299
C  -0.09  2.92  -1.64  0.286
C  -1.80  2.04  2.07  0.463
H  2.16  0.42  -6.39  0.391
C  -5.70  -0.61  -0.73  -0.591
C  2.40  0.17  -2.69  0.453
C  -0.07  4.31  -0.86  0.376
H  3.51  -0.47  -4.31  0.258
H  4.31  0.91  -3.30  0.285
O  0.19  5.24  -1.75  -0.624
C  -0.87  -5.09  -4.07  -0.406
C  -1.42  3.59  6.19  0.538
O  -1.60  3.44  7.41  -0.661
H  1.54  1.20  3.96  0.268
N  -0.93  -1.81  0.91  -0.278
C  -0.03  -3.04  -2.78  0.530
C  1.53  0.78  1.86  0.312
O  3.00  -4.15  -2.04  -0.663
H  -3.82  -1.77  3.18  -0.067
H  -6.69  -0.20  -0.91  0.341
N  1.57  -0.06  -1.88  -0.674
O  -1.68  1.14  1.22  -0.172
O  4.12  -4.81  -0.13  -0.481
H  -2.91  -5.30  -4.79  0.358
C  3.20  -4.13  -0.80  0.528
H  -4.80  1.37  -0.87  0.225
C  -3.25  0.04  -1.19  0.414
C  -2.21  -1.18  4.31  -0.979
H  -0.51  -5.71  -4.89  0.313
H  2.79  3.49  5.16  0.290
H  -2.89  -3.99  2.33  0.337
Fe  -0.09  -0.52  -0.59  2.244
H  0.43  -3.49  -4.74  0.334
H  3.83  1.93  -5.18  0.369
C  -0.29  4.43  5.54  0.605
H  4.19  2.68  4.38  0.396
H  -5.37  0.11  1.34  0.309
C  -1.47  -2.43  1.70  0.351
N  -2.15  -0.22  -1.02  -0.805
H  3.19  3.06  2.12  0.390
O  0.22  3.16  -2.91  -0.684
O  0.60  5.04  6.17  -0.653
C  2.95  1.57  -4.63  -0.088
H  -6.12  -1.46  1.31  0.444
H  -1.64  -0.48  3.69  0.015
B  -1.59  3.42  3.94  1.394
H  -4.92  0.47  -2.46  0.390
H  3.14  0.89  3.27  0.579
H  -2.85  -4.00  -3.72  0.276
C  2.54  2.93  2.98  -0.039
O  2.81  5.94  -5.37  -0.637
C  -3.00  -2.30  3.66  -0.063
C  0.26  -4.02  -3.81  -0.435
B  3.96  -4.56  1.32  1.030
H  -4.43  -1.29  1.01  0.045
H  -1.57  -1.56  5.11  0.373

***

(2)
DFT (wB97M-V/def2-TZVPD) results for C4H10O in the gas phase at a distorted geometry.

Gap between HOMO and LUMO (eV): 11.075
HOMO energy (eV): -10.1
Net charge: 0
Lowest unoccupied orbital energy (eV): 0.961
Relative energy (zero: lowest compared OMol25 entry of this formula, charge and spin) (kcal per mole): 22.4

Last column: natural (NBO) charge in e.
Atoms and positions in Å:
H  -0.62  0.49  -1.39  0.160
H  -1.85  -0.94  1.03  0.210
H  1.66  1.12  0.92  0.231
H  2.65  -0.29  0.78  0.209
H  -2.58  0.42  0.18  0.221
O  -0.44  1.19  0.59  -0.740
C  1.87  0.26  0.25  -0.617
H  -0.28  2.02  0.16  0.472
H  0.52  -1.60  0.45  0.202
H  -2.40  -1.14  -0.66  0.205
C  -0.57  0.12  -0.35  0.089
C  -1.93  -0.46  0.05  -0.620
H  0.99  -1.20  -1.17  0.205
C  0.71  -0.73  -0.21  -0.423
H  2.28  0.74  -0.64  0.196

***

(3)
DFT (wB97M-V/def2-TZVPD) results for C3H3NO3 in the gas phase.

Gap between HOMO and LUMO (eV): 10.368
HOMO energy (eV): -10.9
Net charge: 0
Lowest unoccupied orbital energy (eV): -0.544
Relative energy (zero: lowest compared OMol25 entry of this formula, charge and spin) (kcal per mole): 44.1

Last column: natural (NBO) charge in e.
Atoms and positions in Å:
H  1.12  -1.26  -1.54  0.164
H  -0.15  -2.10  1.70  0.364
O  -0.77  0.23  0.78  -0.540
O  0.37  2.24  0.69  -0.521
H  -1.31  1.86  -0.42  0.145
O  0.46  0.65  -1.50  -0.477
C  -0.50  1.56  0.25  0.662
C  0.58  -0.46  -1.03  0.374
N  0.23  -1.93  0.77  -0.614
C  -0.02  -0.78  0.30  0.443

***

(4)
DFT (wB97M-V/def2-TZVPD) results for a gas-phase ion, CH5N2 (charge +1) at a distorted geometry.

Gap between HOMO and LUMO (eV): 12.554
HOMO energy (eV): -16.7
Net charge: +1
Lowest unoccupied orbital energy (eV): -4.156
Relative energy (zero: lowest compared OMol25 entry of this formula, charge and spin) (kcal per mole): 22.9

Last column: natural (NBO) charge in e.
Atoms and positions in Å:
C  -0.23  0.29  -0.30  0.395
H  -0.16  -0.39  1.64  0.436
N  -0.66  0.41  0.91  -0.691
H  -0.86  1.32  1.17  0.437
H  0.96  -0.80  -1.70  0.470
H  -0.51  1.20  -0.93  0.246
H  0.91  -1.38  -0.05  0.427
N  0.54  -0.65  -0.74  -0.720

***

(5)
DFT (wB97M-V/def2-TZVPD) results for 3 unconnected molecules or ions with the total composition H6O3 at a distorted geometry.

Gap between HOMO and LUMO (spin up / spin down) (eV): 3.606 / 11.174
HOMO energy (spin up / spin down) (eV): 0.8 / -6.9
Spin multiplicity: 2
<S²>: 0.750
Net charge: -1
Lowest unoccupied orbital energy (spin up / spin down) (eV): 4.384 / 4.259
Relative energy (zero: lowest compared OMol25 entry of this formula, charge and spin) (kcal per mole): 3.6

Last column: natural (NBO) charge in e.
Atoms and positions in Å:
H  37.33  39.47  31.82  0.445
O  36.43  39.77  31.94  -0.989
H  36.07  39.83  31.06  0.500
O  35.22  38.94  29.52  -1.397
H  34.36  35.81  31.04  0.403
H  34.18  35.56  32.53  0.447
H  35.81  38.69  28.81  0.348
H  34.51  38.29  29.49  0.282
O  34.53  35.16  31.73  -1.039

***

(6)
DFT (wB97M-V/def2-TZVPD) results for C4H7NO in the gas phase at a distorted geometry.

Gap between HOMO and LUMO (eV): 9.776
HOMO energy (eV): -8.6
Net charge: 0
Lowest unoccupied orbital energy (eV): 1.130
Relative energy (zero: lowest compared OMol25 entry of this formula, charge and spin) (kcal per mole): 98.8

Last column: natural (NBO) charge in e.
Atoms and positions in Å:
C  0.55  -1.02  0.50  -0.359
H  -2.86  0.55  -1.76  0.477
H  -0.08  -1.82  0.85  0.227
H  0.94  0.37  -1.54  0.190
H  1.16  -1.35  -0.35  0.218
C  1.17  0.05  1.30  -0.404
C  0.05  0.48  0.43  -0.316
H  2.20  0.36  1.17  0.215
H  -0.77  1.02  0.90  0.255
N  -1.02  0.35  -1.76  -0.184
C  0.01  0.48  -1.03  0.053
H  0.85  -0.01  2.34  0.225
O  -2.21  0.55  -1.05  -0.596

***

M (g mol⁻¹)
961.9 74.1 101.1 45.1 54.0 85.1